1.
Here is C30H36Br3N2O9P3S in the gas phase at a distorted geometry from OMol25. Energies are from ωB97M-V/def2-TZVPD.

Values from the calculation:
gap between HOMO and LUMO: 0.214 hartree
SMILES: CCCc1c2c(c(P(O)O)c(/C(Br)=C(/C)Br)c1N(C(C)=O)C(C)=O)C(=O)c1c(Br)c(P(=N)(O)O)c([PH2]=S)c(CCCCCOC)c1C2=O
E_HOMO: -7.9 eV
largest force on an atom: 4.761 eV/Å

The geometry in XYZ format:
```
84
Properties=species:S:1:pos:R:3:lowdin_charge:R:1
C 4.00 0.28 0.95 -0.108
C 2.52 -0.38 0.76 -0.213
C 2.21 -0.73 -0.80 -0.147
C 0.80 -1.45 -0.83 -0.004
C -0.52 -0.69 -1.13 0.028
C -1.91 -1.43 -1.11 -0.004
C -1.92 -2.95 -0.84 -0.201
P -3.55 -3.94 -0.81 0.909
O -4.62 -3.34 0.39 -0.335
O -4.27 -4.01 -2.36 -0.329
C -0.57 -3.74 -0.58 -0.150
C -0.72 -5.31 -0.36 -0.657
Br -0.65 -6.26 1.37 0.753
C -0.96 -6.11 -1.52 -0.650
C -1.16 -7.69 -1.50 -0.150
Br -1.08 -5.20 -3.29 0.713
C 0.78 -3.01 -0.55 -0.074
N 2.08 -3.65 -0.28 0.026
C 2.14 -4.34 1.02 -0.380
C 1.47 -3.72 2.35 -0.043
O 2.70 -5.47 1.10 0.014
C 2.58 -4.48 -1.40 -0.337
C 3.98 -4.03 -2.09 0.005
O 2.05 -5.51 -1.86 0.062
C -3.24 -0.56 -1.39 -0.275
O -4.14 -1.07 -2.08 0.030
C -3.22 0.92 -0.80 -0.033
C -4.50 1.64 -0.22 -0.494
Br -6.18 0.62 -0.26 0.755
C -4.47 3.08 0.32 -0.235
P -5.91 4.07 1.00 0.622
N -6.21 5.23 -0.07 -0.199
O -5.48 4.71 2.55 -0.233
O -7.36 3.22 1.23 -0.242
C -3.08 3.82 0.27 -0.256
P -2.93 5.64 0.87 0.380
S -2.02 5.78 2.60 0.134
C -1.78 3.13 -0.30 -0.066
C -0.42 3.99 -0.34 -0.179
C 0.44 3.91 1.02 -0.211
C 1.87 3.21 0.67 -0.206
C 2.82 4.12 -0.24 -0.161
C 4.40 3.81 -0.05 -0.227
O 4.82 3.98 1.32 -0.224
C 5.89 3.07 1.68 -0.132
C -1.83 1.66 -0.84 0.038
C -0.59 0.89 -1.48 -0.234
O 0.28 1.39 -2.23 0.051
H 4.72 -0.42 1.50 0.082
H 3.83 1.20 1.63 0.053
H 4.44 0.65 -0.05 0.072
H 2.53 -1.35 1.38 0.087
H 1.74 0.30 1.23 0.099
H 2.32 0.17 -1.50 0.112
H 3.05 -1.47 -1.10 0.098
H -4.84 -4.04 1.05 0.057
H -5.23 -4.09 -2.21 0.058
H -0.13 -8.17 -1.40 0.094
H -1.55 -8.00 -2.54 0.073
H -1.93 -8.07 -0.75 0.075
H 0.49 -3.16 2.13 0.087
H 2.21 -3.12 2.98 0.087
H 1.15 -4.63 2.99 0.064
H 3.88 -2.95 -2.44 0.071
H 4.77 -4.17 -1.26 0.101
H 4.20 -4.76 -2.95 0.097
H -7.18 5.17 -0.40 -0.011
H -4.56 4.44 2.78 0.022
H -7.66 3.38 2.15 0.081
H -2.20 6.41 -0.12 -0.005
H -4.20 6.27 1.01 -0.029
H -0.61 5.10 -0.56 0.088
H 0.29 3.64 -1.19 0.102
H -0.12 3.36 1.86 0.107
H 0.71 5.00 1.33 0.097
H 2.38 2.96 1.66 0.107
H 1.62 2.25 0.08 0.091
H 2.60 5.25 -0.17 0.122
H 2.59 3.84 -1.34 0.117
H 4.95 4.62 -0.67 0.131
H 4.58 2.76 -0.48 0.102
H 6.25 2.40 0.83 0.090
H 6.82 3.65 2.05 0.096
H 5.53 2.44 2.58 0.094
```

2.
Here is a molecular structure, C30H36CrN9O7S at a distorted geometry from OMol25. Energies are from ωB97M-V/def2-TZVPD.

Values from the calculation:
gap between HOMO and LUMO (alpha / beta): 0.234 / 0.264 hartree
energy above the lowest of the compared OMol25 structures with the same formula, charge and spin: 0.0000 eV
E_HOMO (alpha / beta): -7.0 / -7.1 eV
largest force on an atom: 1.515 eV/Å
2S+1: 2
⟨S²⟩: 0.92

The geometry in XYZ format:
```
84
Properties=species:S:1:pos:R:3:mulliken_spin:R:1
Cr 1.01 -1.40 -0.28 1.391
C -1.57 -0.89 1.63 -0.024
N -2.08 -0.11 0.55 0.005
C -2.26 -0.73 -0.75 0.002
C -1.23 -0.27 -1.73 -0.014
N 0.00 0.08 -1.44 0.012
C 0.55 0.58 -2.64 0.024
C 1.80 1.14 -2.90 -0.003
C 2.06 1.53 -4.20 0.000
C 1.10 1.39 -5.22 0.000
C -0.15 0.88 -4.96 0.000
C -0.40 0.49 -3.65 -0.007
N -1.53 -0.06 -3.03 -0.001
C -1.10 0.09 2.68 -0.005
N -0.43 1.17 2.44 0.000
C -0.17 1.71 3.70 0.002
C 0.53 2.86 4.05 0.000
C 0.67 3.14 5.39 -0.001
C 0.12 2.30 6.38 0.000
C -0.59 1.17 6.05 0.000
C -0.72 0.89 4.69 -0.001
N -1.32 -0.15 4.00 -0.002
H -0.91 -2.71 1.01 0.006
H -3.41 -1.25 2.08 0.000
H -1.55 0.75 0.49 0.001
H -3.23 -0.44 -1.15 0.000
H -2.28 -1.82 -0.68 -0.001
H 2.54 1.23 -2.12 0.000
H 3.03 1.93 -4.44 0.000
H 1.36 1.68 -6.23 0.000
H -0.90 0.77 -5.74 0.000
H -2.41 -0.27 -3.46 0.000
H 0.95 3.51 3.29 0.000
H 1.22 4.03 5.70 0.000
H 0.26 2.56 7.42 0.000
H -1.01 0.52 6.81 0.000
H -1.79 -0.96 4.37 0.001
C 2.52 -1.29 3.55 -0.010
C 1.54 -1.33 2.41 0.065
N 1.77 -0.62 1.22 -0.278
O 2.57 0.52 1.38 0.001
C 0.42 -2.07 2.41 -0.109
C 0.08 -3.15 3.38 0.001
N -0.47 -1.83 1.28 -0.026
O -2.58 -1.74 2.16 0.000
H 3.18 -0.43 3.44 0.000
H 3.14 -2.19 3.55 0.002
H 2.01 -1.21 4.51 0.002
H 1.91 1.21 1.58 -0.004
H 0.37 -4.12 2.98 -0.006
H -1.00 -3.18 3.57 -0.001
H 0.60 -3.01 4.33 0.000
C 1.34 -1.86 -7.79 0.000
C 2.16 -3.02 -7.24 0.000
N 2.25 -3.03 -5.78 0.000
C 1.40 -3.97 -5.07 0.000
C -0.06 -3.53 -4.93 0.000
C 3.19 -2.19 -5.21 -0.001
O 3.93 -1.54 -5.95 0.001
C 3.39 -2.11 -3.73 -0.003
C 4.63 -1.71 -3.33 0.007
C 4.90 -1.30 -2.00 0.008
C 3.82 -1.12 -1.18 0.022
N 2.55 -1.40 -1.53 -0.078
C 2.34 -2.20 -2.70 0.024
H 1.29 -1.92 -8.88 0.000
H 1.82 -0.91 -7.52 0.000
H 0.32 -1.86 -7.40 0.000
H 3.16 -2.98 -7.65 0.000
H 1.70 -3.96 -7.53 0.000
H 1.83 -4.19 -4.10 0.000
H 1.43 -4.90 -5.63 0.000
H -0.11 -2.46 -4.70 0.000
H -0.55 -4.07 -4.12 0.000
H -0.62 -3.70 -5.85 0.000
H 5.40 -1.63 -4.08 0.000
H 5.89 -1.02 -1.68 0.001
H 3.95 -0.66 -0.21 -0.003
H 1.36 -2.01 -3.11 -0.003
O 0.72 -5.28 -1.12 0.003
S 1.09 -3.90 -1.10 0.004
O 1.60 -3.37 0.20 -0.008
O 0.01 -2.92 -1.47 0.001
O 2.21 -3.69 -2.16 0.000
```

Which of these has the lowest largest force on an atom? C30H36CrN9O7S

Which formula does entry 2 have? C30H36CrN9O7S

Among the records above, which one has the lowest largest force on an atom? C30H36CrN9O7S